Molecular formula: C31H54BBrN2O9PS
Method: DFT, ωB97M-V/def2-TZVPD

Properties
Frontier orbital gap in Ha: 0.2937
Highest occupied orbital energy in eV: -11.048
LUMO energy in eV: -3.057
Net charge: +1
DFT total energy in Ha: -5338.516720

Last column: Löwdin charge in e.
Element x y z (Å)
C (-3.7400, 0.0860, -4.4345)  0.037
C (-3.2547, 1.3413, -3.7710)  -0.499
O (-3.4486, 2.4568, -4.1435)  0.166
O (-2.5130, 1.0805, -2.6298)  -0.078
C (-1.2594, 1.7781, -2.6104)  -0.222
C (-0.3802, 1.3526, -1.4167)  -0.372
P (1.0091, 2.6947, -1.7870)  0.867
O (2.3038, 2.3473, -0.8683)  -0.283
O (1.5410, 2.2169, -3.2649)  -0.258
C (-1.1810, 1.8274, -0.1531)  -0.525
Br (-0.4963, 3.4689, 0.6726)  0.893
C (-1.5141, 0.8464, 1.0038)  -0.458
C (-0.3290, 0.5271, 1.9022)  -0.078
C (-2.6809, 1.4420, 1.8405)  -0.180
C (-2.3928, 2.3627, 3.0421)  -0.214
C (-3.4354, 2.1605, 4.1650)  -0.191
C (-2.8882, 1.4074, 5.3733)  -0.287
N (-3.7421, 1.6000, 6.5543)  -0.001
N (-2.0069, -0.4963, 0.3850)  -0.264
S (-2.3644, -1.5078, 1.8768)  1.140
C (-3.3527, -0.3430, -0.2952)  -0.049
B (-4.5657, -1.0768, 0.4781)  -0.722
O (-5.3689, -0.4263, 1.3928)  0.149
O (-4.8086, -2.3937, 0.1288)  0.136
C (-0.9610, -1.1517, -0.5706)  -0.157
C (-0.3087, -2.4269, -0.0291)  -0.168
C (-1.1049, -3.7233, -0.2949)  -0.167
C (-0.6969, -4.8256, 0.7127)  -0.075
C (-1.7491, -5.1142, 1.7608)  -0.546
O (-1.5545, -5.0315, 2.9358)  0.133
O (-2.9698, -5.4863, 1.3030)  0.115
C (0.0103, -0.1987, -1.3835)  -0.279
C (-0.1776, -0.7339, -2.8392)  -0.021
C (1.5474, -0.4766, -1.1854)  -0.135
C (2.3565, -0.3312, 0.1216)  -0.125
C (2.5989, -1.5999, 0.9175)  -0.241
C (2.4178, -1.6372, 2.2982)  -0.050
C (2.6587, -2.7960, 3.0252)  -0.066
C (3.0964, -3.9434, 2.3871)  -0.083
C (3.2942, -3.9193, 1.0129)  -0.076
C (3.0552, -2.7588, 0.2926)  -0.061
H (-2.9010, -0.3563, -4.9730)  0.098
H (-4.5399, 0.3349, -5.1232)  0.096
H (-4.0769, -0.6257, -3.6815)  0.082
H (-1.4581, 2.8471, -2.4775)  0.124
H (-0.7611, 1.6974, -3.5724)  0.119
H (3.1281, 2.4736, -1.3634)  0.064
H (1.7035, 1.2752, -3.3865)  0.037
H (-2.1339, 2.1859, -0.5316)  0.075
H (0.3654, 1.3620, 1.9071)  0.060
H (-0.6315, 0.3755, 2.9361)  0.085
H (0.2169, -0.3515, 1.5882)  0.045
H (-3.3378, 2.0067, 1.1733)  0.127
H (-3.3286, 0.6521, 2.2101)  0.055
H (-1.4004, 2.2450, 3.4729)  0.092
H (-2.4676, 3.3983, 2.7209)  0.078
H (-4.3340, 1.6762, 3.7769)  0.110
H (-3.7504, 3.1372, 4.5334)  0.111
H (-2.7507, 0.3442, 5.1520)  0.108
H (-1.8941, 1.8088, 5.5894)  0.110
H (-4.1179, 0.7196, 6.8793)  0.063
H (-3.1925, 1.9587, 7.3225)  0.064
H (-2.5073, -2.6805, 1.2533)  -0.072
H (-3.5896, 0.7053, -0.4489)  0.112
H (-3.2935, -0.7502, -1.2988)  0.105
H (-5.9707, 0.2183, 1.0066)  0.123
H (-5.6761, -2.5606, -0.2514)  0.120
H (-1.6136, -1.5732, -1.3303)  0.118
H (0.6137, -2.5786, -0.5786)  0.099
H (0.0191, -2.3651, 1.0055)  0.094
H (-0.8905, -4.0723, -1.3047)  0.125
H (-2.1832, -3.5455, -0.2578)  0.083
H (0.2143, -4.5556, 1.2419)  0.115
H (-0.4938, -5.7608, 0.1865)  0.135
H (-3.0388, -5.3793, 0.3478)  0.108
H (-1.2213, -0.7962, -3.1280)  0.080
H (0.3756, -0.1394, -3.5606)  0.087
H (0.2300, -1.7455, -2.9092)  0.104
H (2.0511, 0.1358, -1.9262)  0.087
H (1.7456, -1.4848, -1.5475)  0.089
H (3.3531, -0.0087, -0.1919)  0.124
H (2.0307, 0.4791, 0.7593)  0.086
H (2.0868, -0.7497, 2.8216)  0.110
H (2.5231, -2.8008, 4.0980)  0.110
H (3.2972, -4.8502, 2.9390)  0.108
H (3.6352, -4.8020, 0.4881)  0.108
H (3.2396, -2.7652, -0.7756)  0.116
C (7.1156, 4.5104, -2.4297)  -0.165
C (7.5418, 3.0497, -2.5693)  -0.165
C (6.2065, 2.3283, -2.4549)  -0.214
O (5.2221, 3.2137, -3.0001)  -0.166
C (5.7917, 4.5178, -3.1808)  -0.195
H (7.8335, 5.2164, -2.8420)  0.115
H (6.9584, 4.7587, -1.3780)  0.115
H (7.9807, 2.8782, -3.5538)  0.117
H (8.2586, 2.7271, -1.8164)  0.114
H (5.9609, 2.1243, -1.4051)  0.112
H (6.1793, 1.3874, -3.0063)  0.116
H (5.9435, 4.6869, -4.2508)  0.120
H (5.0895, 5.2640, -2.8096)  0.118